1.
Below is a molecular structure, C19H38N4O3PdS2Si, with properties calculated with wB97M-V/def2-TZVPD.

Its orbital gap (spin up / spin down) is 5.1655 / 5.9427 eV. As for the expectation value of S²: 0.76. For the energy above the lowest of the compared OMol25 structures with the same formula, charge and spin, the calculation gives 0.000 eV. The value obtained for the highest occupied orbital energy (spin up / spin down) is -2.50 / -3.28 eV. Its maximum force is 0.012 hartree/bohr.

```
! wB97M-V def2-TZVPD RIJCOSX def2/J DEFGRID3
* xyz -1 2
Pd 1.066 0.307 0.480
O -0.034 2.216 -0.729
N 0.077 3.330 -0.074
C 0.189 4.476 -0.792
C 0.298 5.708 -0.204
C 0.310 5.788 1.188
C 0.220 4.623 1.913
C 0.103 3.359 1.305
S 0.025 1.910 2.208
H 0.179 4.307 -1.858
H 0.382 6.586 -0.830
H 0.400 6.742 1.692
H 0.246 4.632 2.993
C 3.528 2.294 -1.045
Si 3.211 1.274 0.538
C 4.797 0.186 0.642
C 3.517 2.510 1.955
H 4.325 3.033 -0.902
H 2.618 2.818 -1.347
H 3.813 1.639 -1.873
H 5.666 0.830 0.816
H 4.982 -0.356 -0.291
H 4.750 -0.535 1.464
H 4.533 2.916 1.889
H 3.395 2.033 2.930
H 2.811 3.342 1.914
C -0.237 -4.531 -1.359
C -1.757 -4.637 -1.446
C -2.510 -3.432 -0.884
C -2.164 -2.087 -1.535
N -1.012 -1.397 -0.964
C -0.975 -1.111 0.388
S 0.167 -1.780 1.455
N -2.071 -0.445 0.879
C -2.684 0.646 0.115
C -4.205 0.579 0.170
C -4.767 0.913 1.547
C -6.279 0.745 1.620
H 0.234 -5.487 -1.597
H 0.069 -4.224 -0.356
H 0.152 -3.794 -2.063
H -2.087 -5.531 -0.908
H -2.050 -4.784 -2.492
H -2.322 -3.349 0.192
H -3.584 -3.608 -1.001
H -3.032 -1.427 -1.480
H -1.949 -2.229 -2.598
H -0.106 -1.674 -1.318
H -1.896 -0.188 1.842
H -2.313 0.607 -0.907
H -2.328 1.593 0.528
H -4.537 -0.424 -0.119
H -4.618 1.278 -0.567
H -4.491 1.939 1.805
H -4.291 0.270 2.294
H -6.779 1.378 0.884
H -6.666 1.009 2.606
H -6.566 -0.289 1.413
N 3.945 -3.887 -0.462
C 2.999 -2.764 -0.478
C 2.617 -2.383 -1.893
O 3.319 -3.010 -2.846
O 1.764 -1.573 -2.142
H 4.678 -3.735 0.216
H 3.931 -3.594 -2.350
H 3.476 -4.749 -0.217
H 3.440 -1.871 -0.035
H 2.078 -2.936 0.079
*
```

These are the Löwdin partial charges, in e, on atoms 1 to 8: 0.2039, -0.2046, -0.2416, -0.0526, -0.0955, -0.1079, -0.1265, -0.6933

***

2.
Below is a molecular structure, C34H33N13O2SV in a non-equilibrium geometry, with properties calculated with wB97M-V/def2-TZVPD.

Its orbital gap (spin up / spin down) is 6.3766 / 6.2976 eV. As for the expectation value of S²: 3.78. For the energy above the lowest of the compared OMol25 structures with the same formula, charge and spin, the calculation gives 1.737 eV. The value obtained for the highest occupied orbital energy (spin up / spin down) is -6.34 / -6.62 eV. Its maximum force is 0.068 hartree/bohr.

```
! wB97M-V def2-TZVPD RIJCOSX def2/J DEFGRID3
* xyz 0 4
V 0.013 1.380 -0.014
C 2.322 1.201 5.628
C 2.879 1.165 4.204
N 2.739 2.420 3.504
C 1.627 2.738 2.794
S 1.549 4.325 2.179
N 0.674 1.851 2.737
N -0.275 1.677 1.869
C -1.501 1.450 2.293
C -1.875 1.530 3.743
C -2.436 1.113 1.277
C -3.776 0.768 1.526
C -4.604 0.468 0.471
C -4.085 0.523 -0.824
C -2.758 0.863 -0.994
N -1.935 1.152 0.012
H 2.288 0.195 6.040
H 1.311 1.600 5.614
H 2.934 1.822 6.279
H 2.341 0.417 3.618
H 3.944 0.914 4.230
H 3.294 3.206 3.808
H -1.059 1.994 4.291
H -2.038 0.530 4.145
H -2.780 2.119 3.881
H -4.142 0.741 2.539
H -5.633 0.188 0.640
H -4.702 0.307 -1.682
H -2.321 0.879 -1.982
N 4.123 1.760 -0.001
C 3.092 0.959 0.331
N 1.971 1.585 0.063
C 2.358 2.807 -0.415
N 3.670 2.929 -0.478
C 1.300 3.743 -0.685
C 1.444 5.021 -1.226
N 0.422 5.839 -1.383
C -0.764 5.386 -0.957
C -0.942 4.108 -0.476
N 0.072 3.243 -0.371
H 5.112 1.604 0.118
H 3.172 -0.008 0.787
H 2.417 5.384 -1.526
H -1.592 6.076 -1.028
H -1.923 3.756 -0.181
N -0.134 1.673 -4.512
C 0.962 0.861 -4.471
C 1.288 0.749 -3.151
N 0.413 1.463 -2.398
C -0.425 2.012 -3.239
H -0.647 1.937 -5.339
H 1.398 0.437 -5.352
H 2.109 0.220 -2.708
H -1.217 2.689 -2.978
O 1.351 -0.955 1.941
C 0.712 -1.381 0.995
N 0.463 -2.708 0.763
C -0.129 -2.910 -0.540
C -0.330 -1.418 -0.956
O -0.850 -1.068 -2.001
N 0.149 -0.627 0.004
C -1.520 -3.490 -0.507
C -2.100 -3.981 -1.670
C -3.417 -4.405 -1.669
C -4.180 -4.315 -0.516
C -3.612 -3.806 0.639
C -2.288 -3.405 0.648
C 0.855 -3.615 -1.446
C 1.910 -2.885 -1.981
C 2.863 -3.495 -2.777
C 2.773 -4.849 -3.051
C 1.740 -5.589 -2.501
C 0.794 -4.981 -1.691
H 0.951 -3.435 1.259
H -1.522 -4.019 -2.581
H -3.853 -4.798 -2.576
H -5.213 -4.633 -0.521
H -4.206 -3.710 1.536
H -1.849 -3.009 1.553
H 1.974 -1.828 -1.771
H 3.677 -2.913 -3.186
H 3.507 -5.325 -3.685
H 1.672 -6.647 -2.705
H 0.002 -5.573 -1.254
*
```

These are the Löwdin partial charges, in e, on atoms 1 to 8: 0.7182, -0.0832, -0.2596, -0.0437, -0.8806, 0.6022, 0.0070, -0.0666

***

3.
Below is 10 unconnected molecules or ions with the total composition H19O13S in a non-equilibrium geometry, with properties calculated with wB97M-V/def2-TZVPD.

Its orbital gap is 5.9472 eV. For the energy above the lowest of the compared OMol25 structures with the same formula, charge and spin, the calculation gives 1.053 eV. The value obtained for the highest occupied orbital energy is -4.40 eV. Its maximum force is 0.258 hartree/bohr.

```
! wB97M-V def2-TZVPD RIJCOSX def2/J DEFGRID3
* xyz -1 1
O 0.921 0.634 -0.037
H 1.081 -0.280 0.438
H 0.287 1.081 0.662
H 0.494 0.723 -0.744
S 1.191 -2.229 2.502
O 0.781 -1.256 3.472
O 0.697 -1.606 1.254
O 2.624 -2.325 2.520
O 0.415 -3.382 2.688
O -1.096 0.758 3.056
H -1.791 0.235 3.565
H -0.579 0.027 3.367
O -1.860 -0.757 0.856
H -2.011 -0.115 1.520
H -1.056 -1.218 1.075
O 0.260 -2.915 -0.909
H 0.427 -2.252 -0.077
H 1.070 -3.120 -1.093
O 2.582 1.376 -2.428
H 2.470 0.478 -2.481
H 1.999 1.910 -3.161
O -0.697 2.101 -1.812
H -0.131 2.361 -2.572
H -1.115 2.927 -1.862
O -2.624 -0.451 -1.989
H -2.750 -0.377 -0.934
H -1.693 -0.266 -2.074
O 0.083 -0.611 -2.331
H 0.290 -0.839 -3.318
H 0.169 -1.507 -1.976
O 0.212 3.468 0.831
H -0.455 3.945 0.313
H -0.195 3.483 1.679
*
```

These are the Löwdin partial charges, in e, on atoms 1 to 8: 0.2541, 0.1364, 0.1928, -0.0777, 0.1523, -0.3860, -0.4363, -0.3539

***

4.
Below is a single C3H3NO molecule in a non-equilibrium geometry, with properties calculated with wB97M-V/def2-TZVPD.

Its orbital gap is 10.3075 eV. For the energy above the lowest of the compared OMol25 structures with the same formula, charge and spin, the calculation gives 0.758 eV. The SMILES is C=CN=C=O. The value obtained for the highest occupied orbital energy is -9.58 eV. Its maximum force is 0.073 hartree/bohr.

```
! wB97M-V def2-TZVPD RIJCOSX def2/J DEFGRID3
* xyz 0 1
C -0.044 -1.501 -0.160
C -0.562 -0.272 -0.013
N -0.128 1.050 0.048
C 0.697 1.894 0.199
O 1.409 2.812 0.137
H -0.702 -2.280 -0.270
H 0.972 -1.642 -0.021
H -1.643 -0.060 0.079
*
```

The computed Löwdin charges, all in e, follow: 0.0465, -0.1987, 0.1282, -0.3102, 0.1616, 0.0267, 0.0359, 0.1099

***

5.
Below is a single C27H33N3O5 molecule, with properties calculated with wB97M-V/def2-TZVPD.

Its orbital gap is 7.9301 eV. For the energy above the lowest of the compared OMol25 structures with the same formula, charge and spin, the calculation gives 2.041 eV. The SMILES is COc1ccc([C@H](CNC(=O)c2ccc3c(c2)C(=O)N(CCC(C)C)C3=O)N2CCOCC2)cc1. The value obtained for the highest occupied orbital energy is -8.50 eV. Its maximum force is 0.014 hartree/bohr.

```
! wB97M-V def2-TZVPD RIJCOSX def2/J DEFGRID3
* xyz 0 1
C -1.806 4.007 -5.177
O -1.781 2.600 -5.199
C -0.729 1.960 -4.618
C 0.339 2.584 -3.986
C 1.357 1.830 -3.428
C 1.338 0.443 -3.479
C 2.456 -0.412 -2.918
C 2.903 0.043 -1.517
N 1.807 -0.010 -0.581
C 1.213 1.106 -0.102
O 1.614 2.230 -0.330
C 0.021 0.853 0.769
C -1.014 1.784 0.734
C -2.142 1.649 1.534
C -2.197 0.564 2.384
C -1.154 -0.366 2.435
C -0.040 -0.242 1.635
C -1.501 -1.391 3.452
O -0.882 -2.366 3.794
N -2.736 -1.012 3.951
C -3.415 -1.723 5.013
C -2.984 -1.195 6.381
C -3.755 -1.829 7.543
C -3.455 -3.320 7.672
C -3.398 -1.110 8.843
C -3.227 0.150 3.371
O -4.280 0.667 3.643
N 3.622 -0.542 -3.792
C 3.357 -1.341 -4.977
C 4.683 -1.618 -5.687
O 5.330 -0.424 -6.055
C 5.555 0.379 -4.921
C 4.247 0.706 -4.198
C 0.262 -0.173 -4.114
C -0.756 0.566 -4.675
H -1.831 4.393 -4.153
H -2.721 4.293 -5.692
H -0.946 4.432 -5.705
H 0.393 3.659 -3.915
H 2.159 2.351 -2.932
H 2.069 -1.435 -2.807
H 3.714 -0.609 -1.179
H 3.253 1.075 -1.517
H 1.355 -0.902 -0.453
H -0.912 2.626 0.066
H -2.945 2.369 1.503
H 0.767 -0.956 1.712
H -3.162 -2.779 4.906
H -4.489 -1.577 4.872
H -1.914 -1.378 6.511
H -3.147 -0.114 6.395
H -4.827 -1.699 7.358
H -3.947 -3.726 8.553
H -2.385 -3.484 7.772
H -3.810 -3.872 6.806
H -3.631 -0.050 8.775
H -2.336 -1.216 9.054
H -3.957 -1.529 9.677
H 2.908 -2.290 -4.676
H 2.674 -0.828 -5.674
H 4.517 -2.176 -6.610
H 5.333 -2.201 -5.017
H 6.035 1.290 -5.281
H 6.230 -0.142 -4.225
H 4.473 1.307 -3.317
H 3.600 1.286 -4.876
H 0.220 -1.252 -4.167
H -1.589 0.086 -5.166
*
```

These are the Löwdin partial charges, in e, on atoms 1 to 8: -0.0904, -0.0837, -0.2754, -0.0025, -0.0348, -0.1903, -0.2655, -0.1200

***

6.
Below is a molecular structure, C6H12NP in a non-equilibrium geometry, with properties calculated with wB97M-V/def2-TZVPD.

Its orbital gap (spin up / spin down) is 6.9176 / 8.0531 eV. As for the expectation value of S²: 2.01. For the energy above the lowest of the compared OMol25 structures with the same formula, charge and spin, the calculation gives 0.235 eV. The value obtained for the highest occupied orbital energy (spin up / spin down) is -5.83 / -8.81 eV. Its maximum force is 0.023 hartree/bohr.

```
! wB97M-V def2-TZVPD RIJCOSX def2/J DEFGRID3
* xyz 0 3
C -3.189 0.038 0.171
C 1.311 0.180 -1.014
C 1.042 1.083 0.190
C 1.556 -1.261 -0.574
C -0.410 0.955 0.640
C 0.588 -1.696 0.478
N -3.701 0.060 -0.945
P -0.998 -0.794 0.551
H -3.550 0.377 1.146
H 0.431 0.205 -1.668
H 2.169 0.544 -1.584
H 1.714 0.806 1.004
H 1.240 2.126 -0.070
H 1.560 -1.923 -1.449
H 2.555 -1.335 -0.125
H -0.546 1.323 1.660
H -1.063 1.539 -0.018
H 0.462 -2.776 0.552
H -4.631 0.453 -1.095
H -1.350 -1.102 1.864
*
```

These are the Löwdin partial charges, in e, on atoms 1 to 8: -0.2888, -0.2489, -0.2661, -0.3024, -0.3971, -0.2965, 0.0233, 0.8844

***

7.
Below is 2 unconnected molecules or ions with the total composition CHCl3I, with properties calculated with wB97M-V/def2-TZVPD.

Its orbital gap is 6.6191 eV. For the energy above the lowest of the compared OMol25 structures with the same formula, charge and spin, the calculation gives 0.056 eV. The value obtained for the highest occupied orbital energy is -3.65 eV. Its maximum force is 0.016 hartree/bohr.

```
! wB97M-V def2-TZVPD RIJCOSX def2/J DEFGRID3
* xyz -1 1
I 0.841 -1.751 -2.752
C -0.148 0.260 0.480
Cl 0.291 1.715 -0.460
Cl -1.844 0.449 1.018
Cl 0.912 -0.060 1.882
H -0.052 -0.613 -0.167
*
```

The computed Löwdin charges, all in e, follow: -0.7406, -1.5202, 0.4534, 0.4510, 0.4664, -0.1100

***

Copy entry 4 word for word.
Below is a single C3H3NO molecule in a non-equilibrium geometry, with properties calculated with wB97M-V/def2-TZVPD.

Its orbital gap is 10.3075 eV. For the energy above the lowest of the compared OMol25 structures with the same formula, charge and spin, the calculation gives 0.758 eV. The SMILES is C=CN=C=O. The value obtained for the highest occupied orbital energy is -9.58 eV. Its maximum force is 0.073 hartree/bohr.

```
! wB97M-V def2-TZVPD RIJCOSX def2/J DEFGRID3
* xyz 0 1
C -0.044 -1.501 -0.160
C -0.562 -0.272 -0.013
N -0.128 1.050 0.048
C 0.697 1.894 0.199
O 1.409 2.812 0.137
H -0.702 -2.280 -0.270
H 0.972 -1.642 -0.021
H -1.643 -0.060 0.079
*
```

The computed Löwdin charges, all in e, follow: 0.0465, -0.1987, 0.1282, -0.3102, 0.1616, 0.0267, 0.0359, 0.1099

***

What did the fifth record say?
Below is a single C27H33N3O5 molecule, with properties calculated with wB97M-V/def2-TZVPD.

Its orbital gap is 7.9301 eV. For the energy above the lowest of the compared OMol25 structures with the same formula, charge and spin, the calculation gives 2.041 eV. The SMILES is COc1ccc([C@H](CNC(=O)c2ccc3c(c2)C(=O)N(CCC(C)C)C3=O)N2CCOCC2)cc1. The value obtained for the highest occupied orbital energy is -8.50 eV. Its maximum force is 0.014 hartree/bohr.

```
! wB97M-V def2-TZVPD RIJCOSX def2/J DEFGRID3
* xyz 0 1
C -1.806 4.007 -5.177
O -1.781 2.600 -5.199
C -0.729 1.960 -4.618
C 0.339 2.584 -3.986
C 1.357 1.830 -3.428
C 1.338 0.443 -3.479
C 2.456 -0.412 -2.918
C 2.903 0.043 -1.517
N 1.807 -0.010 -0.581
C 1.213 1.106 -0.102
O 1.614 2.230 -0.330
C 0.021 0.853 0.769
C -1.014 1.784 0.734
C -2.142 1.649 1.534
C -2.197 0.564 2.384
C -1.154 -0.366 2.435
C -0.040 -0.242 1.635
C -1.501 -1.391 3.452
O -0.882 -2.366 3.794
N -2.736 -1.012 3.951
C -3.415 -1.723 5.013
C -2.984 -1.195 6.381
C -3.755 -1.829 7.543
C -3.455 -3.320 7.672
C -3.398 -1.110 8.843
C -3.227 0.150 3.371
O -4.280 0.667 3.643
N 3.622 -0.542 -3.792
C 3.357 -1.341 -4.977
C 4.683 -1.618 -5.687
O 5.330 -0.424 -6.055
C 5.555 0.379 -4.921
C 4.247 0.706 -4.198
C 0.262 -0.173 -4.114
C -0.756 0.566 -4.675
H -1.831 4.393 -4.153
H -2.721 4.293 -5.692
H -0.946 4.432 -5.705
H 0.393 3.659 -3.915
H 2.159 2.351 -2.932
H 2.069 -1.435 -2.807
H 3.714 -0.609 -1.179
H 3.253 1.075 -1.517
H 1.355 -0.902 -0.453
H -0.912 2.626 0.066
H -2.945 2.369 1.503
H 0.767 -0.956 1.712
H -3.162 -2.779 4.906
H -4.489 -1.577 4.872
H -1.914 -1.378 6.511
H -3.147 -0.114 6.395
H -4.827 -1.699 7.358
H -3.947 -3.726 8.553
H -2.385 -3.484 7.772
H -3.810 -3.872 6.806
H -3.631 -0.050 8.775
H -2.336 -1.216 9.054
H -3.957 -1.529 9.677
H 2.908 -2.290 -4.676
H 2.674 -0.828 -5.674
H 4.517 -2.176 -6.610
H 5.333 -2.201 -5.017
H 6.035 1.290 -5.281
H 6.230 -0.142 -4.225
H 4.473 1.307 -3.317
H 3.600 1.286 -4.876
H 0.220 -1.252 -4.167
H -1.589 0.086 -5.166
*
```

These are the Löwdin partial charges, in e, on atoms 1 to 8: -0.0904, -0.0837, -0.2754, -0.0025, -0.0348, -0.1903, -0.2655, -0.1200